No. 1
{"formula": "C64H84NO4P2Rb", "method": "wB97M-V/def2-TZVPD", "elements": ["Rb", "C", "O", "C", "C", "C", "C", "C", "C", "C", "C", "C", "C", "C", "C", "C", "C", "C", "C", "C", "C", "C", "C", "C", "C", "C", "C", "C", "C", "C", "C", "C", "C", "O", "C", "C", "C", "C", "C", "O", "C", "C", "C", "C", "C", "C", "O", "C", "C", "C", "C", "H", "H", "H", "H", "H", "H", "H", "H", "H", "H", "H", "H", "H", "H", "H", "H", "H", "H", "H", "H", "H", "H", "H", "H", "H", "H", "H", "H", "H", "H", "H", "H", "H", "H", "H", "H", "H", "H", "H", "H", "H", "H", "H", "H", "H", "H", "H", "H", "H", "H", "H", "H", "H", "H", "H", "H", "H", "H", "N", "C", "C", "C", "C", "C", "C", "C", "C", "C", "C", "C", "C", "H", "H", "H", "H", "H", "H", "H", "H", "H", "H", "C", "P", "C", "C", "C", "P", "C", "C", "H", "H", "H", "H", "H", "H", "H", "H", "H", "H", "H", "H", "H", "H", "H", "H"], "xyz": [[-1.042, 2.184, 0.741], [-3.175, -0.456, 2.652], [-2.202, -0.399, 1.619], [-1.765, -1.640, 1.196], [-0.770, -2.296, 1.927], [-0.043, -1.649, 3.101], [1.409, -1.402, 2.771], [2.372, -2.369, 2.993], [3.692, -2.246, 2.547], [3.981, -1.109, 1.792], [3.050, -0.110, 1.547], [3.349, 1.021, 0.593], [2.905, 0.671, -0.822], [3.543, -0.377, -1.482], [3.122, -0.837, -2.721], [2.007, -0.228, -3.289], [1.331, 0.818, -2.680], [0.056, 1.346, -3.328], [-1.011, 0.274, -3.376], [-1.111, -0.600, -4.441], [-1.962, -1.714, -4.443], [-2.684, -1.936, -3.271], [-2.628, -1.078, -2.179], [-3.281, -1.443, -0.864], [-2.312, -2.189, 0.041], [-1.902, -3.469, -0.328], [-0.973, -4.189, 0.407], [-0.407, -3.571, 1.519], [-0.513, -5.590, 0.005], [-1.240, -6.105, -1.237], [-0.768, -6.572, 1.155], [0.988, -5.551, -0.302], [-1.862, 0.121, -2.237], [-1.899, 1.002, -1.318], [-2.046, -2.611, -5.676], [-0.663, -3.184, -6.016], [-3.001, -3.785, -5.466], [-2.549, -1.799, -6.878], [1.828, 1.285, -1.458], [1.183, 2.325, -0.830], [1.861, 3.584, -0.808], [3.770, -2.026, -3.427], [4.254, -1.611, -4.821], [4.959, -2.588, -2.649], [2.722, -3.137, -3.567], [1.751, -0.171, 2.131], [0.932, 0.812, 2.075], [4.717, -3.327, 2.877], [6.091, -3.021, 2.282], [4.876, -3.442, 4.401], [4.260, -4.684, 2.325], [-3.881, -1.272, 2.466], [-3.695, 0.501, 2.654], [-2.698, -0.609, 3.627], [-0.122, -2.312, 3.969], [-0.513, -0.699, 3.348], [2.075, -3.261, 3.544], [4.973, -0.979, 1.369], [4.427, 1.213, 0.581], [2.847, 1.924, 0.934], [4.368, -0.860, -0.975], [1.611, -0.602, -4.226], [0.292, 1.663, -4.349], [-0.309, 2.209, -2.775], [-0.488, -0.409, -5.314], [-3.321, -2.811, -3.178], [-4.145, -2.089, -1.054], [-3.633, -0.545, -0.360], [-2.329, -3.886, -1.230], [0.370, -4.081, 2.078], [-2.321, -6.152, -1.083], [-0.886, -7.112, -1.473], [-1.053, -5.470, -2.105], [-1.834, -6.624, 1.388], [-0.244, -6.267, 2.062], [-0.422, -7.575, 0.884], [1.193, -4.853, -1.112], [1.344, -6.543, -0.600], [1.568, -5.226, 0.563], [-0.270, -3.766, -5.179], [0.055, -2.389, -6.228], [-0.716, -3.832, -6.898], [-2.672, -4.424, -4.643], [-3.046, -4.396, -6.372], [-4.011, -3.440, -5.237], [-1.894, -0.950, -7.080], [-3.548, -1.402, -6.681], [-2.592, -2.418, -7.782], [2.924, 3.436, -1.009], [1.725, 4.036, 0.176], [1.424, 4.246, -1.558], [5.008, -0.824, -4.752], [3.432, -1.230, -5.428], [4.693, -2.467, -5.344], [5.747, -1.844, -2.511], [5.383, -3.433, -3.199], [4.663, -2.947, -1.661], [1.860, -2.806, -4.147], [2.356, -3.435, -2.584], [3.152, -4.016, -4.059], [6.487, -2.072, 2.648], [6.056, -2.969, 1.191], [6.794, -3.813, 2.559], [5.229, -2.496, 4.818], [5.591, -4.229, 4.668], [3.922, -3.674, 4.877], [4.130, -4.634, 1.243], [3.305, -4.990, 2.758], [4.997, -5.463, 2.552], [0.179, 3.271, 3.238], [0.440, 4.340, 4.070], [0.548, 4.118, 5.449], [0.737, 5.164, 6.336], [0.824, 6.466, 5.862], [0.736, 6.680, 4.491], [0.555, 5.655, 3.568], [0.506, 5.984, 2.100], [1.522, 6.821, 1.622], [1.515, 7.260, 0.305], [0.472, 6.866, -0.523], [-0.516, 6.016, -0.027], [-0.549, 5.508, 1.285], [0.537, 2.355, 3.485], [0.352, 3.473, 2.266], [0.470, 3.098, 5.809], [0.807, 4.956, 7.398], [0.956, 7.299, 6.542], [0.798, 7.693, 4.105], [2.329, 7.128, 2.284], [2.312, 7.898, -0.064], [0.442, 7.196, -1.559], [-1.295, 5.719, -0.734], [-5.788, 4.297, -1.548], [-4.120, 3.772, -0.950], [-4.635, 2.125, -0.306], [-4.015, 4.851, 0.557], [-4.877, 4.501, 1.778], [-3.918, 3.449, 2.954], [-5.230, 3.077, 4.193], [-2.994, 4.747, 3.849], [-5.733, 5.311, -1.947], [-6.547, 4.264, -0.761], [-6.102, 3.635, -2.358], [-5.589, 2.168, 0.230], [-3.888, 1.673, 0.346], [-4.725, 1.455, -1.162], [-4.276, 5.848, 0.182], [-2.960, 4.939, 0.847], [-5.791, 3.971, 1.492], [-5.191, 5.407, 2.310], [-5.745, 3.985, 4.524], [-4.781, 2.599, 5.065], [-5.966, 2.387, 3.775], [-3.662, 5.536, 4.211], [-2.244, 5.165, 3.167], [-2.460, 4.305, 4.692]], "fmax_ev_per_a": 0.458, "charge": -2, "orbital_gap_ev": 5.4, "e_homo_ha": -0.0683}

---

No. 2
{"formula": "C64H96BrCl2IN10O3P", "method": "wB97M-V/def2-TZVPD", "elements": ["C", "C", "I", "C", "P", "C", "C", "C", "N", "C", "C", "C", "C", "C", "C", "C", "O", "C", "Cl", "C", "C", "Cl", "O", "C", "Br", "C", "C", "C", "C", "C", "C", "C", "C", "C", "N", "C", "C", "C", "C", "C", "C", "O", "H", "H", "H", "H", "H", "H", "H", "H", "H", "H", "H", "H", "H", "H", "H", "H", "H", "H", "H", "H", "H", "H", "H", "H", "H", "H", "H", "H", "H", "H", "H", "H", "H", "H", "H", "H", "H", "H", "H", "H", "C", "C", "C", "C", "N", "H", "H", "H", "H", "H", "H", "H", "C", "C", "C", "C", "N", "H", "H", "H", "H", "H", "H", "H", "C", "C", "C", "C", "N", "H", "H", "H", "H", "H", "H", "H", "C", "C", "C", "C", "N", "H", "H", "H", "H", "H", "H", "H", "C", "C", "C", "C", "N", "H", "H", "H", "H", "H", "H", "H", "C", "C", "C", "C", "N", "H", "H", "H", "H", "H", "H", "H", "C", "C", "C", "C", "N", "H", "H", "H", "H", "H", "H", "H", "C", "C", "C", "C", "N", "H", "H", "H", "H", "H", "H", "H"], "xyz": [[2.825, 1.271, 5.353], [3.400, 1.995, 4.107], [2.739, 4.045, 4.245], [3.307, 1.197, 2.794], [1.825, 1.253, 1.584], [2.762, 0.336, 0.197], [3.622, -0.861, 0.575], [2.961, -2.056, 1.295], [3.628, -3.306, 0.876], [2.987, -4.516, 1.404], [3.577, -5.042, 2.697], [4.554, -6.040, 2.628], [5.116, -6.573, 3.776], [4.714, -6.143, 5.029], [3.756, -5.140, 5.124], [3.210, -4.603, 3.965], [2.246, -3.627, 4.049], [2.170, 3.017, 0.856], [3.941, 3.477, 0.959], [1.788, 3.419, -0.591], [1.693, 2.390, -1.712], [0.277, 4.453, -0.725], [0.872, 1.754, 3.072], [-0.347, 1.186, 3.065], [-1.601, 2.125, 4.404], [-0.443, -0.265, 3.576], [-0.649, -1.361, 2.750], [-0.807, -2.651, 3.235], [-0.746, -2.902, 4.594], [-0.459, -1.828, 5.432], [-0.306, -0.545, 4.940], [-0.871, 1.541, 1.623], [-1.592, 2.914, 1.459], [-1.011, 4.178, 2.057], [-1.689, 4.993, 2.757], [-1.953, 0.611, 0.995], [-3.068, 0.172, 1.707], [-4.044, -0.627, 1.137], [-3.958, -0.986, -0.205], [-2.860, -0.539, -0.926], [-1.870, 0.239, -0.341], [0.250, 1.313, 0.781], [3.415, 1.557, 6.224], [1.799, 1.600, 5.503], [2.873, 0.194, 5.192], [4.464, 2.085, 4.333], [3.256, 0.161, 3.143], [4.272, 1.236, 2.290], [1.451, -0.076, 1.993], [3.428, 1.071, -0.270], [2.018, 0.036, -0.543], [4.025, -1.279, -0.358], [4.519, -0.602, 1.146], [1.891, -2.088, 1.103], [3.165, -1.915, 2.361], [4.585, -3.283, 1.208], [1.918, -4.357, 1.554], [3.064, -5.308, 0.651], [4.852, -6.372, 1.642], [5.873, -7.346, 3.684], [5.109, -6.560, 5.946], [3.401, -4.783, 6.083], [2.500, -2.917, 4.646], [1.692, 3.725, 1.529], [2.525, 4.140, -0.930], [1.309, 2.899, -2.599], [1.028, 1.558, -1.508], [2.698, 2.051, -1.967], [-0.707, -1.235, 1.678], [-1.006, -3.478, 2.562], [-0.889, -3.891, 5.011], [-0.380, -2.016, 6.498], [-0.089, 0.220, 5.672], [-1.738, 3.032, 0.383], [-2.592, 2.788, 1.875], [0.008, 4.497, 1.877], [-2.645, 4.650, 2.875], [-3.188, 0.438, 2.752], [-4.889, -0.990, 1.711], [-4.713, -1.584, -0.701], [-2.770, -0.790, -1.977], [-1.052, 0.552, -0.974], [-6.955, 2.657, -3.470], [-6.303, 2.089, -2.213], [-4.913, 2.660, -1.921], [-3.928, 2.296, -2.933], [-3.123, 1.962, -3.682], [-6.383, 2.407, -4.366], [-7.948, 2.247, -3.589], [-7.041, 3.743, -3.413], [-6.240, 1.002, -2.293], [-6.943, 2.308, -1.355], [-4.557, 2.283, -0.958], [-4.960, 3.748, -1.839], [-0.078, 0.967, -5.359], [0.857, 1.984, -6.002], [1.778, 1.375, -7.065], [2.722, 0.410, -6.503], [3.468, -0.343, -6.062], [0.480, 0.201, -4.816], [-0.744, 1.459, -4.653], [-0.696, 0.472, -6.111], [1.456, 2.469, -5.229], [0.261, 2.765, -6.477], [2.349, 2.164, -7.557], [1.185, 0.884, -7.839], [1.436, -9.604, -0.571], [1.728, -8.641, 0.573], [0.495, -7.847, 1.016], [0.010, -6.948, -0.031], [-0.342, -6.223, -0.849], [1.124, -9.070, -1.469], [2.328, -10.180, -0.819], [0.646, -10.308, -0.300], [2.524, -7.955, 0.279], [2.098, -9.204, 1.432], [0.743, -7.249, 1.896], [-0.309, -8.525, 1.309], [6.268, -1.157, -7.716], [6.575, -1.704, -9.105], [7.123, -0.637, -10.059], [6.141, 0.409, -10.345], [5.371, 1.230, -10.571], [5.484, -0.403, -7.747], [5.925, -1.955, -7.059], [7.157, -0.709, -7.267], [5.675, -2.151, -9.530], [7.317, -2.501, -9.023], [7.416, -1.100, -11.003], [8.020, -0.181, -9.637], [0.282, 8.886, 2.920], [1.662, 8.295, 2.663], [2.542, 8.257, 3.917], [2.871, 9.594, 4.412], [3.128, 10.643, 4.801], [0.348, 9.931, 3.231], [-0.323, 8.845, 2.014], [-0.244, 8.328, 3.697], [2.165, 8.862, 1.877], [1.551, 7.273, 2.296], [3.472, 7.731, 3.693], [2.042, 7.692, 4.706], [9.648, -6.238, -0.877], [8.468, -5.276, -0.804], [7.495, -5.609, 0.332], [6.834, -6.898, 0.136], [6.314, -7.909, -0.024], [9.318, -7.255, -1.095], [10.336, -5.936, -1.666], [10.201, -6.253, 0.064], [7.935, -5.275, -1.756], [8.840, -4.262, -0.647], [6.727, -4.835, 0.397], [8.019, -5.617, 1.290], [-11.578, 2.973, -1.546], [-11.320, 4.429, -1.904], [-11.420, 4.703, -3.409], [-10.379, 3.988, -4.145], [-9.564, 3.423, -4.723], [-10.829, 2.317, -1.995], [-11.530, 2.843, -0.467], [-12.564, 2.646, -1.885], [-10.333, 4.721, -1.543], [-12.043, 5.061, -1.386], [-11.313, 5.772, -3.597], [-12.400, 4.411, -3.792], [-9.358, 0.618, 1.909], [-8.743, 1.622, 2.877], [-9.760, 2.639, 3.408], [-10.281, 3.500, 2.348], [-10.689, 4.177, 1.516], [-9.738, 1.111, 1.012], [-8.612, -0.112, 1.594], [-10.183, 0.076, 2.376], [-7.919, 2.144, 2.389], [-8.319, 1.087, 3.728], [-9.289, 3.269, 4.165], [-10.591, 2.126, 3.895]], "fmax_ev_per_a": 2.487, "charge": -1, "orbital_gap_ev": 7.2, "e_homo_ha": -0.2010}